1.
Formula: C30H39F15O14
Source: the OMol25 dataset
Level of theory: ωB97M-V/def2-TZVPD

The energy is -101170.8205 eV. For the HOMO-LUMO gap, the calculation gives 9.1908 eV. The charge is 0. Its largest force on an atom is 2.6 eV/Å. As for the SMILES: COCCCCCC1=CC(=O)OC1=O.CCOC(=O)C(F)(F)F.CCOC(=O)C(F)(F)F.CCOC(=O)C(F)(F)F.CCOC(=O)C(F)(F)F.CCOC(=O)C(F)(F)F. The lowest unoccupied orbital energy is -0.9 eV.

Atoms and positions in Å:
C: 5.870 -0.463 -3.183
F: 2.004 -6.572 0.973
F: -7.727 -4.233 1.577
C: 5.303 3.667 -3.399
C: -2.171 3.102 -1.904
H: -3.838 0.479 3.936
F: 0.214 -1.081 4.189
O: 1.033 1.625 2.162
H: 2.655 0.306 0.408
C: -2.760 3.865 -3.101
O: 8.047 3.707 -1.338
C: 3.166 -6.019 0.653
H: 7.358 3.053 -5.295
F: -6.644 -4.768 -0.203
H: 8.265 0.853 -4.776
F: -2.558 3.170 -4.227
H: -3.008 0.294 -0.655
H: -11.860 -3.549 0.460
H: 7.995 1.039 -3.091
C: 6.225 0.558 -4.261
O: -1.139 3.393 -1.379
H: 1.468 1.291 -0.439
C: 0.063 0.129 3.672
F: -0.214 0.970 4.673
C: 7.080 3.994 -2.011
C: 7.567 1.264 -4.057
H: 5.533 -2.389 0.818
F: 3.354 -6.172 -0.663
H: -5.183 -2.126 3.060
H: 3.174 1.773 -0.434
H: -3.040 -1.089 3.763
O: -2.957 2.085 -1.600
H: -1.437 1.079 -0.596
H: 7.409 0.351 0.324
O: 2.186 -3.898 1.245
F: -2.178 5.049 -3.234
O: 4.415 -4.073 0.984
O: -6.340 -0.489 3.361
C: -10.518 -2.130 -0.443
H: 4.795 -1.351 2.945
H: 6.154 1.613 0.191
H: 6.287 0.024 -5.201
H: 6.727 -1.016 -2.821
C: 6.608 3.443 -3.329
F: -6.516 -2.755 0.566
F: -8.877 0.589 2.552
O: -9.360 -2.648 0.241
C: -2.510 1.251 -0.512
C: 4.924 4.305 -2.088
H: -2.370 2.795 0.991
H: -10.233 -1.760 -1.426
C: 7.548 2.785 -4.266
O: 3.887 4.210 -1.486
H: -4.803 -0.790 1.987
H: 7.191 1.256 -1.175
H: 1.885 3.175 1.158
F: -8.115 2.493 3.227
C: 2.377 1.331 0.162
C: -7.978 1.181 3.347
H: -11.296 -4.020 -1.139
C: 3.175 -4.525 1.014
C: 4.594 -2.404 2.755
C: -11.611 -3.172 -0.532
F: -0.994 0.104 2.851
H: 5.361 -3.005 3.245
F: -8.251 0.843 4.607
O: -8.638 -3.646 -1.644
O: 2.392 0.069 3.037
C: 1.322 0.583 2.921
F: -4.072 4.055 -2.961
C: 6.682 0.813 -0.324
H: 8.537 3.146 -4.010
C: -7.334 -3.799 0.378
H: -4.274 -0.844 5.009
C: -6.560 0.745 2.946
H: -3.949 2.035 0.884
H: 3.806 -2.093 0.763
O: -5.807 1.430 2.322
H: -10.847 -1.280 0.150
C: -3.986 -0.600 3.986
O: 6.081 4.904 -1.621
H: 4.964 1.212 -2.067
C: 4.582 -2.667 1.266
F: 4.134 -6.680 1.289
C: -8.530 -3.374 -0.488
C: -2.880 1.845 0.829
C: 5.134 0.141 -1.973
H: 4.650 3.410 -4.205
O: 5.779 -0.188 -0.755
H: 5.390 1.240 -4.361
C: 2.147 2.151 1.411
H: 5.201 -1.184 -3.635
H: 4.159 -0.323 -1.901
H: -2.604 1.167 1.630
C: -5.056 -1.048 3.015
H: -12.506 -2.741 -0.979
H: 3.637 -2.657 3.210
H: 3.035 2.181 2.040

2.
Formula: C30H39IN2O7SSiY
Source: the OMol25 dataset
Level of theory: ωB97M-V/def2-TZVPD

The energy is -76925.3818 eV. For the HOMO-LUMO gap, the calculation gives 7.4645 eV. As for the energy relative to the best compared isomer or geometry (same formula, charge and spin): 0.0075 eV. The charge is -1. Its largest force on an atom is 0.3 eV/Å. The lowest unoccupied orbital energy is 1.9 eV.

Atoms and positions in Å:
H: -4.158 3.162 -0.384
O: 0.280 -0.044 2.715
H: 4.417 3.339 -0.210
H: 0.102 -4.181 2.419
H: 3.410 2.568 2.041
C: -2.103 2.474 -0.324
H: -2.526 -0.175 -1.983
C: -0.870 1.370 -4.463
H: 3.527 3.010 -1.708
O: 0.730 0.952 -2.727
C: -3.381 -1.750 -3.122
C: 3.319 -1.738 3.723
H: -2.706 0.496 0.321
H: -3.115 1.767 1.461
O: -3.808 -1.862 4.774
C: 2.305 -0.789 3.713
H: 3.154 0.578 -1.146
C: -2.343 1.429 0.766
C: 3.422 3.287 -0.657
H: -1.631 1.705 -3.759
C: 2.411 0.345 4.507
C: -3.615 -3.117 -3.229
C: -1.110 -5.914 2.022
C: 2.553 2.265 0.071
H: -1.355 4.488 -0.495
H: 1.614 1.076 4.482
H: 4.179 0.864 0.274
H: -3.696 -1.085 -3.920
C: -2.082 -4.323 -0.011
C: 2.435 2.621 1.549
C: -1.547 3.755 0.291
H: -0.699 -6.500 2.832
C: 4.439 -1.558 4.520
O: 0.226 -0.130 -0.367
Y: -0.887 -1.362 0.967
O: 0.969 -2.090 2.231
Si: 0.263 1.231 -1.177
O: -1.201 1.984 -1.310
S: -2.571 -1.593 4.037
C: -0.661 -4.629 1.795
H: -1.433 1.279 1.356
H: 1.646 3.424 -3.262
H: 1.508 0.146 -5.040
H: -2.258 4.177 1.003
H: 2.043 3.635 1.657
H: 5.232 -2.293 4.526
H: -0.093 3.543 -2.970
H: -3.342 -5.023 -2.317
O: 1.247 2.364 -0.491
H: -1.033 1.861 -5.427
C: 1.592 1.224 -4.897
H: -3.227 3.477 -1.863
H: 2.571 0.130 0.457
H: -3.403 -5.959 -0.448
C: 3.150 0.869 -0.093
C: -2.603 -5.606 0.185
N: -1.131 -3.851 0.816
C: 0.520 1.697 -3.921
H: 1.754 1.926 2.041
C: -2.549 -3.420 -1.091
H: 3.218 -2.613 3.097
C: -2.287 -2.048 -0.944
C: -3.406 2.757 -1.063
C: -3.191 -3.954 -2.213
H: -3.792 1.836 -1.504
H: -0.969 0.291 -4.593
C: -2.726 -1.244 -2.007
C: 3.522 0.533 5.314
H: 3.605 1.414 5.936
N: -2.575 -1.560 2.567
H: 2.958 4.273 -0.603
C: 4.528 -0.422 5.311
H: 1.485 1.720 -5.864
H: -2.525 -7.392 1.362
H: 2.583 1.442 -4.496
H: -4.106 -3.525 -4.105
H: -0.606 3.553 0.802
C: -2.116 -6.402 1.201
I: 6.211 -0.145 6.519
C: 1.102 -0.979 2.836
C: 0.663 3.198 -3.676
H: 0.542 3.743 -4.615

> Number 1 is which compound?

C30H39F15O14